[1]
The following is a quantum chemistry calculation of a single C5H9FN2 molecule, from the Open Molecules 2025 dataset.

Calculated values
SMILES string ... [H]/N=C(/CF)NC(=C)C
Gap between HOMO and LUMO ... 9.0289 eV
HOMO energy ... -8.5831 eV
Energy relative to the best compared isomer or geometry (same formula, charge and spin) ... 336.18 kJ/mol

Bonds (Å) are listed after each position.
Positions of all 17 atoms, in Å:
1 H 0.1032 1.2525 -2.9541  N2 1.032
2 N 0.5368 0.3450 -2.7231  H1 1.032, C3 1.336
3 C 0.3754 -0.0441 -1.4554  N2 1.336, C4 1.501, N6 1.327
4 C 0.7415 -1.4463 -1.0635  C3 1.501, F5 1.400, H10 1.038, H11 1.018
5 F -0.3979 -2.2323 -1.2757  C4 1.400
6 N -0.1134 0.6189 -0.4147  C3 1.327, C7 1.464, H12 1.138
7 C -0.3765 0.2391 0.9741  N6 1.464, C8 1.406, C9 1.501
8 C -1.0861 -0.9630 1.1414  C7 1.406, H13 1.099, H14 1.162
9 C -0.0491 1.4446 1.8071  C7 1.501, H15 1.120, H16 1.195, H17 1.291
10 H 1.3172 -1.8251 -1.8401  C4 1.038
11 H 1.1195 -1.5035 -0.1199  C4 1.018
12 H 0.0441 1.7417 -0.3183  N6 1.138
13 H -1.1847 -1.5535 0.2200  C8 1.099
14 H -0.9758 -1.3460 2.2333  C8 1.162
15 H -0.7322 1.3166 2.6852  C9 1.120
16 H 1.1130 1.5491 2.0670  C9 1.195
17 H -0.4351 2.4062 1.0366  C9 1.291



[2]
The following is a quantum chemistry calculation of 4 unconnected molecules or ions with the total composition C5H9FN2O2, from the Open Molecules 2025 dataset.

Calculated values
Gap between HOMO and LUMO (spin up / spin down) ... 6.1083 / 7.0558 eV
HOMO energy (spin up / spin down) ... -7.9078 / -8.4611 eV
Energy relative to the best compared isomer or geometry (same formula, charge and spin) ... 605.89 kJ/mol

Bonds (Å) are listed after each position.
Positions of all 19 atoms, in Å:
1 C -3.1966 -0.7503 -0.1484  O8 1.151, O9 1.153
2 C 1.5422 0.3725 -0.1412  C4 1.472, N7 1.482, H11 1.096, H12 1.094
3 C 0.7932 -0.9653 1.3037  C4 1.468, N7 1.484, H13 1.092, H14 1.095
4 C 0.2220 0.0717 0.4361  C2 1.472, C3 1.468
5 C -1.6454 1.9073 -0.9333  N6 1.380, H15 1.102, H16 1.099, H17 1.099
6 N -1.7841 1.0274 0.1208  C5 1.380
7 N 2.1274 -0.6857 0.7160  C2 1.482, C3 1.484, H19 1.016
8 O -2.4711 -1.5795 0.1854  C1 1.151
9 O -4.0814 -0.1077 -0.5137  C1 1.153
10 F 3.1948 -2.4164 -0.8190  H18 0.972
11 H 1.6406 0.1486 -1.2092  C2 1.096
12 H 1.9118 1.3892 0.0251  C2 1.094
13 H 0.6972 -0.8023 2.3793  C3 1.092
14 H 0.4330 -1.9747 1.0800  C3 1.095
15 H -1.4405 1.4303 -1.9052  C5 1.102
16 H -2.6345 2.3817 -1.0047  C5 1.099
17 H -0.9051 2.7014 -0.7627  C5 1.099
18 H 2.7809 -1.7999 -0.1920  F10 0.972
19 H 2.8157 -0.3485 1.3828  N7 1.016



[3]
The following is a quantum chemistry calculation of 2 unconnected molecules or ions with the total composition C5H9FNO3, from the Open Molecules 2025 dataset.

Calculated values
Gap between HOMO and LUMO ... 5.8990 eV
Charge ... -1
HOMO energy ... -2.4342 eV

Bonds (Å) are listed after each position.
Positions of all 19 atoms, in Å:
1 C 3.6499 -0.1567 0.2416  C2 1.553, H5 1.095, H6 1.090, H7 1.093
2 C 2.1110 -0.3172 0.1025  C1 1.553, N3 1.379, F4 1.468, H8 1.113
3 N 1.3154 0.6956 0.5943  C2 1.379, H9 1.018
4 F 1.8319 -1.5590 0.8330  C2 1.468
5 H 4.1756 -0.4614 -0.6698  C1 1.095
6 H 3.8645 0.8918 0.4484  C1 1.090
7 H 4.0275 -0.7588 1.0722  C1 1.093
8 H 1.9052 -0.6044 -0.9528  C2 1.113
9 H 1.1386 1.3474 -0.1671  N3 1.018
10 C -1.8034 -0.5451 -0.6119  C11 1.510, O15 1.445, H16 1.086, H17 1.090
11 C -2.0131 0.0446 0.7621  C10 1.510, O12 1.444, H18 1.092, H19 1.092
12 O -2.8986 1.1491 0.4787  C11 1.444, C13 1.343
13 C -3.5538 0.8893 -0.6649  O12 1.343, O14 1.196, O15 1.349
14 O -4.4814 1.5201 -1.0787  C13 1.196
15 O -3.0263 -0.1829 -1.2914  C10 1.445, C13 1.349
16 H -1.6908 -1.6248 -0.6225  C10 1.086
17 H -0.9534 -0.0785 -1.1097  C10 1.090
18 H -2.5306 -0.6336 1.4443  C11 1.092
19 H -1.0680 0.3845 1.1917  C11 1.092



Values of max |F|, in order: 0.1262 0.1006 0.0073, all in Eh/bohr.